ORCA calculation (ωB97M-V/def2-TZVPD) on a cluster of 9 separate species, C30H84N6O12 in total at a distorted geometry.

Values from the calculation:
- Molar mass: 721.032 g/mol
- Energy above the lowest of the compared OMol25 structures with the same formula, charge and spin: 796.42 kJ/mol
- Electronic energy: -2424.62847 hartree
- Frontier orbital gap: 0.348 hartree
- Structure (SMILES): COC[C@H](C)N.COC[C@H](C)N.COC[C@H](C)N.COC[C@H](C)N.COC[C@H](C)N.COC[C@H](C)N.OCCO.OCCO.OCCO

```
132
Properties=species:S:1:pos:R:3:forces:R:3:mulliken_charge:R:1
C 1.4119 4.5641 -1.1063 -0.81 0.04 1.12 -1.199
C 2.5200 4.4770 -0.0558 -0.40 0.96 0.84 0.249
C 1.8863 4.2778 1.3433 1.13 0.62 -0.78 -0.123
O 1.1084 5.4073 1.5127 -1.68 0.91 1.92 -0.421
C 0.4097 5.3976 2.7920 0.77 0.18 -0.60 -0.653
N 3.5330 3.4674 -0.2382 -0.23 -0.92 -0.92 -0.572
H 1.7601 4.7716 -2.1122 0.03 0.16 -0.09 0.384
H 0.6689 5.3024 -0.7265 0.68 -0.13 -0.70 0.479
H 0.8285 3.6404 -1.0779 0.16 -0.35 -0.27 0.041
H 3.0125 5.4770 -0.0156 -0.21 -0.63 0.10 0.465
H 2.7013 4.2453 2.1007 -0.37 -0.21 -0.26 0.461
H 1.2622 3.3905 1.3987 0.00 -0.59 -0.03 -0.189
H -0.2440 4.5196 2.8833 0.00 0.18 -0.17 0.191
H -0.1611 6.3331 2.8909 0.19 -0.43 -0.22 0.274
H 1.1493 5.3474 3.6073 -0.16 0.04 -0.15 0.311
H 4.2426 3.8464 -0.8400 0.47 0.00 -0.18 0.271
H 3.1059 2.6964 -0.7784 0.36 0.15 0.62 0.183
C -1.2221 -0.4008 7.8211 1.03 0.27 -0.09 -1.599
C -0.2012 -0.4315 6.6622 -0.78 0.30 -0.49 1.249
C 0.0592 0.9903 6.0809 -0.12 -0.36 0.32 -0.809
O 0.8655 1.0164 4.8977 -0.45 -0.28 0.22 -0.313
C 0.0542 0.7029 3.7459 0.14 0.29 0.76 1.515
N 1.0105 -1.1239 7.0427 -0.69 -0.36 0.10 -0.730
H -0.8034 0.1393 8.6835 0.01 -0.21 -0.08 0.484
H -1.4584 -1.4243 8.1176 -0.06 0.14 0.03 0.359
H -2.1179 0.1385 7.5454 -0.30 -0.06 -0.19 0.350
H -0.6739 -1.0435 5.8786 0.14 0.23 -0.03 -0.184
H 0.5271 1.6102 6.8538 0.31 -0.12 -0.17 0.362
H -0.8982 1.4612 5.8734 -0.33 0.13 -0.17 0.200
H -0.6009 -0.1413 4.0043 0.41 -0.08 -0.70 -0.204
H 0.7294 0.5436 2.8893 -0.43 -0.26 0.49 -1.111
H -0.6168 1.5503 3.5387 0.15 0.03 -0.10 0.065
H 1.2600 -0.8750 7.9760 0.39 0.21 0.63 0.275
H 1.7355 -0.8432 6.4229 0.81 0.10 -0.46 0.228
C -3.4299 0.0581 4.9837 1.37 -0.04 -0.08 -1.009
C -3.7054 0.1560 3.4503 -1.24 1.48 1.81 1.291
C -3.6611 -1.1615 2.7620 -0.48 -1.11 -0.14 -0.979
O -2.3597 -1.6710 2.8405 1.16 -0.54 -0.33 -0.205
C -2.2287 -2.9794 2.3017 0.76 -1.35 0.11 -0.733
N -5.0539 0.8559 3.3418 1.49 -1.87 -0.90 -0.722
H -4.2675 -0.3477 5.5693 -0.15 0.24 -0.53 0.415
H -3.1279 1.0419 5.4459 -0.37 -0.91 -0.63 0.293
H -2.6077 -0.6695 5.1707 -0.40 0.61 -0.18 -0.041
H -2.9131 0.6630 2.8659 -0.19 0.62 0.86 -0.142
H -3.9225 -0.9837 1.7278 -0.36 -0.12 -0.57 0.181
H -4.2741 -1.9505 3.1736 -1.00 0.13 0.26 0.431
H -3.1589 -3.4226 1.9084 0.06 0.50 0.21 0.395
H -1.8273 -3.7215 3.0447 -0.53 0.89 -0.10 0.295
H -1.4787 -3.0688 1.4957 -0.28 0.74 0.08 0.065
H -5.0882 1.4575 2.5501 -0.17 0.54 -0.34 0.222
H -5.3946 1.2856 4.1752 0.25 0.25 0.36 0.225
C -1.1705 -3.2774 -6.2832 -2.87 0.36 0.75 -1.234
C -1.5953 -3.8601 -4.8946 -1.15 1.03 -0.45 0.035
C -0.5329 -3.5849 -3.8962 0.61 -0.02 0.38 -0.004
O -0.7637 -4.3082 -2.7035 -0.52 -0.55 -0.28 -0.511
C -0.0401 -3.8865 -1.5752 -0.35 0.68 0.45 -0.367
N -2.8479 -3.2632 -4.3683 -0.66 -0.34 -1.08 -0.544
H -1.0793 -2.1834 -6.2008 0.24 -0.39 -0.11 0.082
H -1.9477 -3.4978 -7.0842 0.93 0.14 1.01 0.375
H -0.2657 -3.7526 -6.5234 1.29 -0.39 -0.65 0.460
H -1.6605 -4.9324 -4.9867 -0.15 -0.64 -0.08 0.401
H -0.4376 -2.5196 -3.6831 -0.04 0.26 -0.06 -0.240
H 0.3441 -3.9259 -4.4273 1.09 -0.10 0.40 0.399
H -0.2076 -4.5850 -0.7300 0.20 0.20 -0.73 0.324
H -0.3925 -2.8918 -1.2382 0.13 -0.21 -0.10 -0.027
H 1.0165 -3.7841 -1.8113 0.28 -0.18 0.12 0.321
H -3.6533 -3.5619 -4.9352 0.52 0.36 -0.07 0.250
H -3.0755 -3.6887 -3.4834 0.39 -0.08 0.54 0.243
C -3.4404 -0.2422 -1.9139 0.76 -0.45 -0.07 -1.542
C -3.2451 0.7050 -3.1014 -0.55 0.49 1.90 0.159
C -2.6636 2.0248 -2.5846 -0.01 0.17 -0.62 0.686
O -3.3946 2.6776 -1.5688 -1.19 0.66 -0.35 -0.316
C -4.4122 3.5841 -2.1015 0.53 -0.27 1.55 -0.739
N -2.2814 0.1292 -4.0063 -0.23 -0.29 -0.27 -0.186
H -2.4658 -0.4672 -1.4535 -0.11 -0.18 -0.26 0.125
H -3.8969 -1.1581 -2.2837 0.13 -0.26 0.05 0.434
H -4.0545 0.1067 -1.0992 -0.37 0.59 -0.02 0.473
H -4.2636 0.8700 -3.4369 -0.24 0.11 -0.92 0.179
H -2.4253 2.7131 -3.4174 -0.26 -0.09 0.09 0.399
H -1.7120 1.7179 -2.1907 0.57 0.13 0.58 -0.966
H -5.0463 4.0035 -1.2829 0.68 -0.71 -0.28 0.258
H -5.0789 3.0886 -2.7903 -0.05 -0.16 -0.45 0.296
H -3.9088 4.4413 -2.5213 0.12 0.22 -0.61 0.294
H -2.4361 0.4294 -4.9588 0.04 0.09 -0.12 0.325
H -2.3939 -0.8797 -4.0004 0.03 -0.18 -0.20 -0.063
C 0.3558 1.7205 -5.5741 -1.37 1.51 -1.14 -1.975
C 0.8961 1.0396 -4.3816 -0.08 -1.50 -1.11 1.811
C 1.7726 -0.1167 -4.9113 -0.01 0.03 -0.61 -1.280
O 1.1012 -0.8984 -5.8856 -0.75 0.36 0.58 -0.098
C 1.8872 -1.7145 -6.7090 0.13 -0.20 0.78 -0.964
N 1.6589 1.9202 -3.5938 2.48 1.25 0.61 -0.063
H -0.3508 2.5182 -5.3188 0.28 0.20 0.38 0.432
H -0.2457 1.1326 -6.2458 0.14 -0.74 -0.26 0.296
H 1.1624 2.1876 -6.1450 0.05 -0.06 -0.11 0.448
H 0.1018 0.6869 -3.7673 -0.73 -0.63 0.28 -0.698
H 2.2005 -0.7592 -4.1683 0.05 -0.42 0.96 0.400
H 2.6150 0.3430 -5.4043 0.69 0.49 -0.29 0.641
H 2.4472 -2.4862 -6.1559 -0.30 -0.02 0.09 0.329
H 2.6345 -1.1502 -7.2377 0.33 0.51 -0.52 0.377
H 1.1824 -2.1724 -7.3856 0.10 -0.23 -0.34 0.267
H 1.1148 2.5299 -2.9813 0.29 -0.11 -0.57 -0.047
H 2.3485 2.4477 -4.1755 -1.01 -0.30 0.87 0.287
C 4.0983 -3.6876 1.3300 -0.07 -0.50 0.44 0.259
C 2.7811 -4.1073 0.7062 -0.90 -0.05 0.89 -0.028
O 2.5284 -5.5314 0.8877 0.63 0.71 -0.42 -0.580
O 5.1333 -4.4343 0.7506 0.66 -1.39 -1.03 -0.569
H 4.1076 -3.9219 2.3898 -0.44 -0.02 0.47 0.258
H 4.3691 -2.6326 1.2642 -0.43 -0.08 -0.44 -0.026
H 2.7279 -3.7988 -0.3441 -0.01 -0.22 0.12 0.054
H 1.9291 -3.7175 1.2610 0.14 0.70 -0.22 0.062
H 3.0649 -5.9852 0.2385 -0.08 -0.42 -0.26 0.298
H 4.8225 -5.3647 0.6273 0.52 1.21 0.45 0.300
C 3.9059 -0.0067 3.1132 -1.35 -0.11 -1.73 -0.284
C 3.8247 1.5010 3.0866 2.26 0.07 0.27 -0.241
O 4.6526 1.9409 2.0140 0.82 -1.35 0.43 -0.641
O 3.5564 -0.4976 1.7840 -0.07 0.33 0.53 -0.497
H 3.1495 -0.4248 3.7522 -0.10 -0.15 0.67 0.225
H 4.8841 -0.3664 3.3335 0.81 -0.15 0.44 0.403
H 4.3902 1.8736 3.9587 -1.14 0.03 0.32 0.383
H 2.8167 1.8407 2.9699 -0.63 0.33 0.28 0.000
H 4.2582 2.5848 1.4544 -0.95 1.11 -1.09 0.366
H 3.8561 0.2152 1.2018 0.14 -0.05 -0.31 0.251
C 0.8750 0.2675 -1.1543 -0.83 0.13 -1.08 1.887
C 0.3592 -0.1217 0.2096 -1.86 0.81 -0.17 0.346
O 0.9528 -1.2339 0.8135 -0.06 0.13 -0.09 0.075
O 2.1824 0.7113 -1.1047 1.79 0.42 0.79 -0.452
H 0.2015 1.0508 -1.5971 0.27 -0.40 0.60 -0.998
H 0.7988 -0.5686 -1.8512 -0.12 -0.40 0.04 -0.609
H -0.7431 -0.3345 0.0383 1.12 -0.13 0.30 -0.433
H 0.3173 0.8000 0.8468 0.44 -0.62 -0.18 -0.571
H 1.8259 -0.9816 1.1584 0.21 0.05 0.00 0.208
H 2.5752 0.8898 -1.9808 -0.92 -0.13 0.10 0.343
```
Positions in Å, forces in eV/Å.